# 1
The following is a DFT calculation (the ωB97M-V functional and the def2-TZVPD basis) of a 2-piece molecular cluster, C4H12 overall.

Positions of all 16 atoms, in Å:
C: 1.789 -0.186 -0.154
H: 1.965 0.869 -0.454
H: 2.001 -0.888 -0.959
H: -1.999 1.615 -1.183
H: 0.763 -0.243 0.269
H: 3.768 -0.245 0.716
C: -1.982 -0.386 -0.275
H: 2.488 0.248 1.909
H: -2.957 1.534 0.130
C: -2.625 0.996 -0.670
H: -1.849 -0.417 0.878
C: 2.743 -0.391 1.017
H: 2.685 -1.430 1.435
H: -2.399 -1.316 -0.571
H: -3.407 0.661 -1.400
H: -0.985 -0.420 -0.687

Properties
Frontier orbital gap: 12.40 eV
Energy: -4341.6872 eV
LUMO: 1.1 eV
M: 60.14 g mol⁻¹
HOMO level: -0.4138 hartree
Energy relative to the best compared isomer or geometry (same formula, charge and spin): 81.1 kJ/mol
Multiplicity: 1
Structure (SMILES): CC.CC



# 2
The following is a DFT calculation (the ωB97M-V functional and the def2-TZVPD basis) of a 3-piece molecular cluster, C4H12O4 overall.

Positions of all 20 atoms, in Å:
C: 0.668 1.276 -0.342
H: 1.978 -3.593 0.619
C: 0.488 2.749 -0.455
H: -1.448 -0.058 -1.896
H: -1.129 0.890 1.035
O: -2.342 -2.697 0.783
H: 3.322 -3.576 1.409
H: -2.989 -3.338 1.092
H: -2.306 -2.717 -0.186
H: 1.207 0.850 -1.186
H: 0.397 3.298 0.508
C: -1.727 0.590 -1.020
H: -0.392 -0.455 0.255
O: 2.932 -3.697 0.539
H: -0.454 2.983 -0.981
C: -0.623 0.584 0.106
H: 1.291 3.490 -0.780
H: 2.448 1.157 0.530
O: -2.856 1.121 -0.865
O: 1.536 1.144 0.834

Properties
Frontier orbital gap (alpha / beta): 2.63 / 7.50 eV
Net charge: -1
Energy: -12530.2411 eV
LUMO (alpha / beta): 3.3 / 3.2 eV
M: 124.14 g mol⁻¹
HOMO level (alpha / beta): 0.0255 / -0.1588 hartree
Energy relative to the best compared isomer or geometry (same formula, charge and spin): 166.5 kJ/mol
Multiplicity: 2



# 3
The following is a DFT calculation (the ωB97M-V functional and the def2-TZVPD basis) of one molecule with the formula C2H3IS2.

Positions of all 8 atoms, in Å:
H: -0.512 0.215 1.422
H: 0.397 -0.171 -1.689
C: 0.035 -0.566 -0.689
C: -0.153 0.783 0.541
I: 1.552 1.996 0.600
S: -1.203 -1.625 -0.160
H: -0.941 1.354 0.053
S: 0.826 -1.986 -0.077

Properties
Frontier orbital gap: 8.52 eV
Energy: -31891.8006 eV
LUMO: -0.2 eV
M: 218.08 g mol⁻¹
HOMO level: -0.3192 hartree
Energy relative to the best compared isomer or geometry (same formula, charge and spin): 133.6 kJ/mol
Multiplicity: 1
Structure (SMILES): ICC1SS1



# 4
The following is a DFT calculation (the ωB97M-V functional and the def2-TZVPD basis) of one molecule with the formula C6H6N2.

Positions of all 14 atoms, in Å:
C: 0.782 0.959 0.292
H: 0.984 0.894 -1.818
C: -0.717 0.468 0.579
H: -0.331 -2.900 -0.047
H: -1.076 1.456 2.208
H: 2.075 2.067 -0.948
H: -0.024 -2.021 1.541
H: 1.204 1.362 1.206
C: -0.453 -0.787 -0.137
N: -1.377 0.685 1.607
C: 1.266 1.350 -0.884
C: -0.872 -0.794 -1.501
C: -0.179 -1.971 0.476
N: -1.281 -0.768 -2.573

Properties
Frontier orbital gap: 8.88 eV
Energy: -9295.3182 eV
LUMO: -0.2 eV
M: 106.13 g mol⁻¹
HOMO level: -0.3351 hartree
Energy relative to the best compared isomer or geometry (same formula, charge and spin): 330.6 kJ/mol
Multiplicity: 1
Structure (SMILES): [H]/N=C(\C=C)C(=C)C#N



# 5
The following is a DFT calculation (the ωB97M-V functional and the def2-TZVPD basis) of a 3-piece molecular cluster, C5H12NO4 overall.

Positions of all 22 atoms, in Å:
H: 0.653 -1.847 -1.265
O: 0.604 2.405 0.033
C: 0.347 -0.715 -1.220
H: -1.303 -0.044 -2.263
C: -1.747 -0.367 -0.026
H: -0.914 0.417 1.744
H: 0.880 -0.220 -2.074
H: 2.210 -2.367 0.834
C: -1.190 -0.696 -1.385
H: 1.295 -0.628 0.573
H: 1.054 0.838 -0.003
H: 2.047 -1.894 2.350
H: -0.275 4.343 1.316
C: -0.779 0.091 0.775
O: 2.486 -1.750 1.534
H: -2.161 3.309 -1.003
C: -0.503 2.866 0.044
O: -1.473 2.667 -0.855
H: -1.689 -1.707 -1.829
H: -2.754 -0.317 0.228
N: 0.530 -0.047 0.167
O: -0.949 3.746 0.909

Properties
Frontier orbital gap: 11.16 eV
Net charge: +1
Energy: -15052.2287 eV
LUMO: -2.8 eV
M: 150.15 g mol⁻¹
HOMO level: -0.5118 hartree
Energy relative to the best compared isomer or geometry (same formula, charge and spin): 61.3 kJ/mol
Multiplicity: 1



# 6
The following is a DFT calculation (the ωB97M-V functional and the def2-TZVPD basis) of one molecule with the formula C4H5NOS2.

Positions of all 13 atoms, in Å:
C: -0.177 0.867 0.612
H: 0.080 0.259 3.142
S: 0.570 -2.860 0.089
H: -1.177 1.311 -1.357
C: 0.129 -1.233 -0.122
S: -0.218 -1.031 2.595
H: -0.373 -0.667 -2.213
N: -0.138 -0.438 0.968
H: 1.338 -0.285 -1.713
C: -0.328 1.030 -0.923
C: 0.244 -0.388 -1.388
H: 0.490 1.754 -1.150
O: -0.439 1.681 1.461

Properties
Frontier orbital gap: 8.54 eV
Energy: -29435.9181 eV
LUMO: -0.2 eV
M: 147.22 g mol⁻¹
HOMO level: -0.3216 hartree
Energy relative to the best compared isomer or geometry (same formula, charge and spin): 113.5 kJ/mol
Multiplicity: 1
Structure (SMILES): O=C1CCC(=S)N1S



# 7
The following is a DFT calculation (the ωB97M-V functional and the def2-TZVPD basis) of one molecule with the formula C8H19N3O.

Positions of all 31 atoms, in Å:
H: -1.106 3.103 -0.235
N: 0.146 1.486 0.385
H: -1.533 -3.107 0.995
H: 0.151 -0.583 -0.945
H: 0.631 -2.151 1.026
C: -0.977 2.013 -0.359
H: -3.092 1.764 -0.541
C: 2.534 0.943 0.533
H: -0.797 1.814 -1.419
O: 2.297 -0.434 0.662
H: 2.670 -0.647 -1.370
H: -2.488 1.472 1.101
H: -2.573 -1.122 1.539
C: 1.444 1.741 -0.196
H: 0.120 1.798 1.350
H: -1.697 -2.543 -0.677
C: -1.244 -2.320 0.293
H: 2.625 1.299 1.563
H: 2.729 -2.116 -0.366
H: -0.946 -0.445 1.306
C: 2.189 -1.178 -0.541
C: -1.766 -0.960 0.802
H: -3.087 -0.450 -0.654
C: 0.734 -1.507 -0.879
H: 3.491 1.120 0.015
H: 1.737 2.808 -0.175
H: 0.693 -2.024 -1.845
C: -2.283 1.304 0.031
H: 1.405 1.430 -1.244
N: -2.203 -0.110 -0.294
N: 0.195 -2.400 0.141

Properties
Frontier orbital gap: 9.01 eV
Energy: -15120.8980 eV
LUMO: 1.0 eV
M: 173.26 g mol⁻¹
HOMO level: -0.2928 hartree
Energy relative to the best compared isomer or geometry (same formula, charge and spin): 40.2 kJ/mol
Multiplicity: 1
Structure (SMILES): C1CNCCOCCNCCN1



# 8
The following is a DFT calculation (the ωB97M-V functional and the def2-TZVPD basis) of C34H37N5Y as an isolated structure.

Positions of all 77 atoms, in Å:
H: 2.610 2.366 -4.429
C: 1.421 2.095 4.285
H: -1.707 0.809 3.499
C: 1.411 2.045 2.894
H: 0.985 2.113 -3.759
N: -0.853 2.953 2.893
C: -1.777 -2.885 0.137
C: -1.051 -1.518 -2.649
H: 2.967 -3.367 -3.057
H: -3.082 2.847 -0.373
H: -1.760 3.141 4.744
C: -3.354 -0.688 1.887
N: 1.112 1.994 -0.102
H: 1.325 1.674 -5.434
C: -2.090 0.523 -1.430
C: 2.853 2.103 -1.452
H: 3.752 2.331 -2.007
H: 3.188 -1.039 -0.265
H: -2.899 2.294 1.310
C: -2.768 -0.495 0.535
C: -3.308 2.031 0.323
H: 0.370 -3.482 4.688
C: 0.290 2.535 4.961
N: -3.066 0.756 6.687
H: 3.258 -2.727 -0.838
C: 1.093 0.815 -0.853
H: -3.288 0.259 2.431
H: -4.403 1.953 0.416
H: 0.684 -2.368 2.455
H: -1.786 -1.977 -3.333
C: 2.236 2.764 -0.457
H: 2.336 -2.734 -6.678
C: 1.748 1.687 -4.425
H: -1.031 -2.263 6.453
H: 2.413 -4.007 -5.441
H: -1.773 2.514 -2.116
C: -2.319 0.132 6.024
C: 0.133 -1.897 3.280
C: -1.688 -0.843 -1.484
C: 0.069 2.424 0.769
C: 2.348 -0.048 -2.709
C: -1.972 1.518 -2.531
C: 0.241 2.505 2.208
C: -2.723 0.751 -0.172
H: 2.247 1.628 2.320
C: -0.083 -2.498 4.515
H: 2.493 3.699 0.018
C: -0.853 -1.833 5.473
C: 2.814 -3.037 -5.745
C: 2.595 -1.374 -2.328
H: -2.897 1.580 -3.131
N: 2.128 0.934 -1.692
H: -0.378 -2.309 -2.298
H: 2.310 1.799 4.836
C: -0.829 2.914 4.222
C: -2.076 -1.477 -0.259
C: 2.737 -2.338 -3.335
Y: -0.350 0.117 0.694
H: -2.792 -1.457 2.423
C: -1.437 -0.600 5.140
C: 2.150 0.300 -4.049
H: 3.881 -3.179 -5.952
H: -0.462 -0.793 -3.219
H: -0.921 -3.256 -0.437
H: 1.691 -2.014 -0.451
C: -1.206 -0.085 3.873
H: -1.527 -2.932 1.204
H: -1.154 1.245 -3.207
C: 2.592 -2.008 -4.683
H: 2.139 -0.426 -6.073
C: 2.686 -1.789 -0.892
H: -0.776 2.914 0.268
H: 0.236 2.574 6.042
H: -2.623 -3.569 -0.035
N: -0.346 -0.663 2.998
H: -4.416 -0.970 1.904
C: 2.285 -0.692 -5.027

Properties
Frontier orbital gap (alpha / beta): 4.25 / 3.60 eV
Net charge: -1
Energy: -44351.3769 eV
LUMO (alpha / beta): 2.4 / 2.4 eV
M: 604.61 g mol⁻¹
HOMO level (alpha / beta): -0.0668 / -0.0423 hartree
Energy relative to the best compared isomer or geometry (same formula, charge and spin): 0.0 kJ/mol
Multiplicity: 1